No. 1
Computed, not measured: a cluster of 3 separate species, C5H15NOS in total, with the ωB97M-V functional and the def2-TZVPD basis.

Element x y z (Å)
H  -1.676  0.244  2.074
H  1.940  -0.169  1.698
O  1.365  -0.308  2.512
H  -1.922  -1.741  -0.535
C  1.755  -1.019  -0.870
H  1.154  0.089  -2.528
C  -1.300  0.865  1.246
H  -2.884  -0.725  0.564
H  2.255  -1.733  -1.530
S  2.954  0.001  0.023
C  -0.256  0.646  -0.981
H  -2.618  -0.147  -1.112
H  -0.020  -1.175  -2.128
H  -2.162  1.588  0.978
N  -0.964  -0.020  0.153
H  -0.503  1.490  1.647
H  2.124  2.110  -0.131
H  0.361  1.436  -0.527
H  1.222  -1.674  -0.169
H  1.774  0.242  3.205
C  -2.184  -0.715  -0.273
H  -1.024  1.097  -1.617
C  0.609  -0.382  -1.699

Force components x, y, z for each atom (eV/Å):
0.2 0.3 -0.1
-0.2 0.0 0.4
0.1 0.3 0.8
-0.3 0.0 -0.3
-1.3 -1.0 0.3
-0.5 0.3 -0.2
-1.4 0.7 0.1
-0.1 -0.2 -0.2
0.2 0.2 -0.2
0.1 0.5 -0.8
-0.2 -0.8 1.7
-0.3 -0.4 0.0
0.1 0.0 0.1
0.8 -0.7 0.2
0.0 0.5 -0.1
0.3 -0.4 -0.4
0.2 -0.1 0.1
0.0 -0.3 -0.4
0.2 0.1 0.4
-0.2 -0.4 -0.6
1.0 0.4 0.2
0.1 0.2 -0.5
1.1 0.8 -0.4

Output
Net charge ... -1
E_HOMO (spin up / spin down) ... -2.269 / -3.430 eV
Largest force on an atom ... 1.862 eV/A
2S+1 ... 2
Energy relative to the best compared isomer or geometry (same formula, charge and spin) ... 20.0 kcal per mole
Calculated total energy ... -727.60180 Ha
Gap between HOMO and LUMO (spin up / spin down) ... 0.2213 / 0.2629 Eh
Expectation value of S² ... 0.756


No. 2
Computed, not measured: a cluster of 2 separate species, C5H15NOS in total, with the ωB97M-V functional and the def2-TZVPD basis.

Element x y z (Å)
H  -0.839  2.669  -0.734
H  -2.589  2.267  -0.627
C  -0.493  -2.569  -0.673
H  0.862  0.431  -1.327
H  -1.604  -0.095  0.299
H  2.900  1.182  0.452
C  0.885  -2.003  -0.188
H  1.267  -2.731  0.512
O  3.146  1.692  1.233
C  0.323  0.444  -0.363
H  0.824  1.331  0.042
H  -1.253  -2.215  0.019
H  1.531  -2.036  -1.035
C  -1.599  2.047  -0.263
H  -0.665  -2.162  -1.678
C  -1.173  0.595  -0.434
H  -0.534  -3.649  -0.784
S  -1.530  2.561  1.501
H  -1.835  1.387  2.066
H  -1.648  0.204  -1.337
H  2.272  1.907  1.604
N  0.901  -0.678  0.357
H  0.851  -0.580  1.359

Force components x, y, z for each atom (eV/Å):
-0.3 0.2 -0.3
-0.2 0.0 -0.3
0.6 1.1 -0.3
-0.8 -0.2 -0.3
-0.1 0.5 0.4
0.2 -0.2 0.0
-1.3 -0.9 -0.2
0.4 0.2 0.6
-0.7 0.1 0.0
2.3 -0.4 -0.6
-0.7 0.2 0.4
-0.3 -0.3 -0.1
0.8 0.0 -0.7
0.4 -0.4 1.0
-0.4 0.0 0.3
-1.0 -0.4 -0.2
0.2 -0.1 0.3
0.2 0.2 0.0
-0.1 -0.1 -0.1
0.5 0.1 -0.4
0.5 0.0 0.0
0.0 0.5 0.5
-0.2 -0.3 -0.1

Output
E_HOMO ... -8.737 eV
Largest force on an atom ... 2.407 eV/A
Energy relative to the best compared isomer or geometry (same formula, charge and spin) ... 23.1 kcal per mole
SMILES string ... CCNCCCS.O
Calculated total energy ... -727.64893 Ha
Gap between HOMO and LUMO ... 0.3497 Eh


No. 3
Computed, not measured: a cluster of 2 separate species, C5H15NOSi2 in total, with the ωB97M-V functional and the def2-TZVPD basis.

Element x y z (Å)
H  2.575  -1.646  -1.075
H  -0.205  -0.840  -2.944
N  0.984  -2.018  0.178
C  -1.037  -0.289  -2.516
H  2.772  -0.937  0.553
H  1.433  2.138  -1.734
H  1.044  -1.219  2.144
C  2.380  -1.801  -0.012
H  -2.896  -0.605  1.759
H  -3.762  1.563  1.051
C  0.615  -2.047  1.552
H  2.960  -2.682  0.317
H  -0.473  -2.010  1.629
O  -1.650  0.785  0.120
Si  -0.487  0.666  -0.986
Si  -2.588  0.788  1.452
C  0.617  3.115  -0.084
H  0.957  -2.987  2.018
H  -1.807  -1.010  -2.247
H  -1.833  1.450  2.514
H  -1.439  0.372  -3.282
H  1.339  3.917  -0.094
C  0.642  2.131  -0.994
H  -0.141  3.165  0.680

Force components x, y, z for each atom (eV/Å):
0.1 0.0 0.1
0.2 0.0 0.0
-0.5 0.4 -0.6
0.1 0.7 0.1
0.0 -0.1 -0.1
0.1 0.0 -0.1
0.0 -0.1 0.0
0.3 0.2 -0.1
-0.2 -0.2 0.3
-0.4 0.1 0.3
-0.2 0.2 0.3
-0.1 0.0 0.0
0.0 -0.1 0.1
-0.2 0.2 -0.1
1.2 -1.3 0.2
0.3 0.1 -0.6
-0.1 -0.2 -0.3
0.0 0.1 0.0
0.0 0.0 0.2
0.0 0.1 0.4
-0.1 0.0 -0.1
0.2 0.1 0.0
-0.6 -0.2 -0.2
-0.2 0.0 0.2

Output
E_HOMO (spin up / spin down) ... -8.530 / -5.928 eV
Largest force on an atom ... 1.777 eV/A
Energy relative to the best compared isomer or geometry (same formula, charge and spin) ... 54.4 kcal per mole
Calculated total energy ... -908.41051 Ha
Gap between HOMO and LUMO (spin up / spin down) ... 0.3284 / 0.2198 Eh


No. 4
Computed, not measured: a cluster of 4 separate species, C5H15O5 in total, with the ωB97M-V functional and the def2-TZVPD basis.

Element x y z (Å)
H  1.330  -0.825  1.135
H  -0.584  1.400  0.212
H  0.922  0.223  3.348
H  -1.954  -2.508  -1.659
O  -2.401  1.422  -2.736
O  3.726  -1.659  -1.254
H  3.275  -1.937  -2.060
C  0.113  0.052  2.643
C  0.746  0.274  -1.209
O  1.936  0.457  -1.269
C  -0.106  0.436  0.039
H  -1.852  0.744  -3.148
H  -0.199  -0.981  2.781
O  -1.775  -2.290  -2.591
H  -1.298  -1.449  -2.505
H  -0.894  -0.314  -0.032
C  0.777  0.110  1.251
H  -0.713  2.012  2.307
H  1.594  0.838  1.238
H  -1.396  1.286  3.798
H  -1.772  1.841  -2.137
O  0.069  -0.180  -2.238
H  3.323  -0.815  -1.013
H  -1.892  0.773  2.292
C  -0.975  1.091  2.810

Force components x, y, z for each atom (eV/Å):
-0.3 -0.1 -0.4
0.1 0.1 -0.7
0.0 0.0 0.2
-0.1 -0.1 -0.6
0.4 -0.1 0.2
0.0 -0.2 0.1
0.1 0.2 0.2
0.4 0.2 -0.5
-0.1 0.5 0.8
-0.1 0.2 -0.4
-0.1 -1.2 0.6
-0.3 0.0 -0.2
-0.5 0.1 0.3
0.1 0.3 0.8
-0.2 -0.5 -0.3
-0.3 0.1 0.0
1.1 0.2 0.2
0.3 0.5 0.3
-0.2 0.2 0.2
0.8 0.0 0.3
-0.2 0.2 0.0
0.3 0.3 -0.1
0.1 -0.2 -0.3
0.2 -0.1 -0.2
-1.5 -0.5 -0.5

Output
E_HOMO (spin up / spin down) ... -11.107 / -11.106 eV
Largest force on an atom ... 1.664 eV/A
2S+1 ... 2
Calculated total energy ... -575.62345 Ha
Gap between HOMO and LUMO (spin up / spin down) ... 0.4173 / 0.2510 Eh
Expectation value of S² ... 0.754


No. 5
Computed, not measured: an isolated molecule of C5H15OPSi, with the ωB97M-V functional and the def2-TZVPD basis.

Element x y z (Å)
C  2.038  -0.729  1.630
H  2.118  0.068  2.349
H  -0.966  -1.260  1.676
C  1.873  -0.724  -1.335
H  1.351  -1.487  1.954
H  -1.392  -0.203  -2.270
H  -0.687  0.413  2.365
C  -1.603  -0.735  -1.337
H  -2.441  -0.283  1.687
H  -1.143  2.848  -1.331
P  1.453  0.379  0.106
Si  -0.839  0.438  -0.046
C  -1.603  2.130  -0.568
H  3.071  -1.237  1.487
H  -1.759  2.707  0.321
O  2.182  1.613  -0.091
H  -2.588  -1.131  -1.152
H  1.809  -1.716  -0.927
H  2.902  -0.558  -1.791
H  -0.961  -1.593  -1.412
H  -2.590  1.814  -0.840
C  -1.349  -0.184  1.722
H  1.122  -0.570  -2.199

Force components x, y, z for each atom (eV/Å):
1.2 0.8 -1.8
0.2 0.0 0.8
-0.3 1.3 0.3
-0.4 0.8 -1.4
-0.5 -0.2 0.0
-0.9 -0.1 -0.2
-1.2 -0.2 0.7
2.0 0.3 0.2
0.3 0.7 1.1
-0.5 -1.5 0.9
0.3 -4.2 -1.0
-1.3 0.1 0.5
1.4 0.3 -0.1
-1.7 1.2 -0.1
0.1 0.6 0.7
1.1 2.9 0.6
-0.5 0.5 -0.1
-0.1 -0.8 -0.3
-1.2 0.0 1.0
0.3 -0.7 0.0
-0.7 0.0 -0.7
1.3 -1.2 -2.6
1.1 -0.4 1.4

Output
E_HOMO ... -9.090 eV
Largest force on an atom ... 4.347 eV/A
Energy relative to the best compared isomer or geometry (same formula, charge and spin) ... 19.4 kcal per mole
SMILES string ... C[Si](C)(C)P(C)(C)=O
Calculated total energy ... -905.58843 Ha
Gap between HOMO and LUMO ... 0.3608 Eh


No. 6
Computed, not measured: a structure of composition C5H16BNNbO2, with the ωB97M-V functional and the def2-TZVPD basis.

Element x y z (Å)
Nb  -0.111  -0.568  0.234
H  4.625  -2.010  -0.035
C  -2.551  1.259  1.382
H  -3.081  0.225  -1.328
C  -1.162  1.390  0.708
H  -2.986  2.254  1.528
H  1.035  -0.569  1.689
C  -3.522  0.423  0.610
H  -4.633  0.613  -0.993
H  -1.184  -0.556  -1.312
H  -2.449  0.788  2.365
H  3.722  -1.083  1.164
H  2.911  -2.337  0.220
O  -4.163  -0.487  1.090
H  1.390  1.114  -2.466
B  1.868  0.138  -0.841
H  -1.318  2.021  -0.172
H  4.049  0.299  -0.869
H  -0.931  -1.938  1.141
O  1.711  1.321  -1.579
C  3.302  -0.509  -0.893
H  3.419  -0.973  -1.885
N  -3.669  0.830  -0.751
C  3.657  -1.542  0.176
H  -0.538  1.945  1.422
H  0.607  -2.048  -0.603

Force components x, y, z for each atom (eV/Å):
-0.7 0.3 1.0
0.0 0.0 0.0
0.6 -0.4 0.5
0.4 0.3 0.1
-0.7 0.0 -0.6
-0.2 0.0 0.0
0.3 0.2 0.1
0.0 -0.1 0.0
0.1 -0.2 -0.1
0.0 0.1 -0.3
-0.1 0.1 0.0
-0.1 0.0 0.0
-0.1 0.1 0.1
-0.2 0.4 0.0
-0.1 0.3 0.2
0.2 -1.0 0.6
0.3 0.1 0.0
-0.1 0.0 -0.1
0.8 0.0 -0.2
-0.3 -0.2 -0.4
0.4 0.0 0.3
-0.2 0.1 0.0
-0.7 -0.1 -0.1
0.2 -0.2 -0.1
0.2 -0.1 -0.2
-0.2 0.4 -0.6

Output
Net charge ... -1
E_HOMO ... -4.290 eV
Largest force on an atom ... 1.216 eV/A
Calculated total energy ... -487.00624 Ha
Gap between HOMO and LUMO ... 0.2726 Eh


No. 7
Computed, not measured: a cluster of 2 separate species, C5H16N2O in total, with the ωB97M-V functional and the def2-TZVPD basis.

Element x y z (Å)
H  1.946  1.135  1.852
N  -1.491  -2.616  -0.559
H  -0.190  0.159  -2.704
H  1.374  -1.053  1.745
H  -0.751  -0.652  -1.075
H  -0.994  0.307  1.258
C  -0.660  -0.692  1.056
C  0.661  2.398  0.785
C  0.833  -0.905  0.815
H  1.089  -1.802  0.097
C  1.347  0.298  0.078
H  -2.282  -0.567  -0.335
H  -0.616  -3.042  -0.097
H  -0.295  1.598  -3.135
H  0.522  0.609  -0.629
H  -2.251  -3.012  -0.074
H  -1.100  -1.332  1.866
H  -0.033  2.442  1.678
O  -0.782  0.735  -3.112
H  2.166  -0.047  -0.524
N  1.804  1.509  0.842
H  -0.106  2.313  -0.105
H  1.191  3.380  0.620
C  -1.383  -1.163  -0.343

Force components x, y, z for each atom (eV/Å):
-0.4 1.2 -2.1
2.9 0.5 0.4
1.9 -1.7 1.0
0.3 -0.2 0.2
-0.4 -0.9 -0.3
0.4 0.7 0.0
-1.5 -3.2 -1.3
-1.1 3.3 -0.3
0.0 -0.5 -0.3
-0.9 1.3 1.5
0.5 0.3 -1.1
-0.9 -0.6 -0.5
-1.7 0.7 -1.1
-0.3 -0.5 0.0
1.4 -0.2 0.6
-1.1 -0.3 0.8
0.5 0.4 -0.5
0.9 0.0 -0.5
-1.7 2.3 -1.2
0.6 0.0 -0.5
-1.4 -3.4 1.3
1.9 -0.2 1.4
-1.4 -0.2 0.4
1.2 1.4 2.0

Output
Net charge ... -1
E_HOMO (spin up / spin down) ... 1.189 / -5.833 eV
Largest force on an atom ... 3.847 eV/A
2S+1 ... 2
Energy relative to the best compared isomer or geometry (same formula, charge and spin) ... 47.9 kcal per mole
Calculated total energy ... -384.71915 Ha
Gap between HOMO and LUMO (spin up / spin down) ... 0.0873 / 0.3429 Eh
Expectation value of S² ... 0.750


No. 8
Computed, not measured: a cluster of 4 separate species, C5H16N2O in total, with the ωB97M-V functional and the def2-TZVPD basis.

Element x y z (Å)
H  -4.752  0.345  -1.171
H  1.138  0.499  -0.683
H  5.207  -1.738  -1.036
H  -3.933  1.652  -0.378
C  1.108  0.632  1.779
H  1.064  1.074  2.774
H  -0.548  -0.406  -0.985
H  -3.185  -2.410  0.281
N  -3.082  -0.293  0.188
C  -3.719  -1.565  -0.159
O  2.931  0.813  -0.238
H  2.024  0.904  1.126
C  -3.824  0.614  -0.686
H  3.110  1.673  -0.643
H  4.573  -0.208  -0.792
N  5.421  -0.764  -0.894
H  -0.436  1.304  -0.599
C  0.058  0.332  -0.451
H  -0.910  -0.099  1.516
C  0.022  0.304  1.101
H  -4.758  -1.649  0.161
H  -2.824  0.488  -1.204
H  -3.709  -1.786  -1.224
H  6.022  -0.592  -0.105

Force components x, y, z for each atom (eV/Å):
0.2 -0.8 -0.3
-0.2 -0.5 -0.4
0.0 0.0 0.3
0.7 0.0 0.3
0.2 1.8 -0.3
0.0 -0.7 0.2
0.6 -0.2 0.1
0.1 0.2 0.2
-3.1 -0.2 -1.4
1.4 -1.4 1.1
0.2 0.1 -0.3
-0.4 -0.6 0.6
1.6 0.6 1.7
-0.1 0.0 0.0
-0.1 -0.2 0.2
0.1 0.5 -0.6
0.1 0.0 -0.6
-0.8 1.1 1.6
0.2 0.5 0.3
-0.1 -1.5 -1.3
-0.2 0.5 0.1
-0.4 0.8 -1.3
0.0 0.4 -0.4
0.0 -0.3 0.2

Output
E_HOMO ... -7.116 eV
Largest force on an atom ... 3.435 eV/A
Energy relative to the best compared isomer or geometry (same formula, charge and spin) ... 237.2 kcal per mole
Calculated total energy ... -384.48003 Ha
Gap between HOMO and LUMO ... 0.1015 Eh